C4H12NOS | wB97M-V/def2-TZVPD

The geometry in XYZ format:
```
19
C4H12NOS | the OMol25 dataset | wB97M-V/def2-TZVPD
O -2.42493 -1.49711 0.23005
C -1.36411 -2.04180 0.56191
C -0.19344 -1.85331 -0.30864
N -0.29245 -0.74305 -1.30949
H -1.35586 -2.68928 1.45136
H 0.70892 -1.72701 0.24937
H -0.02443 -2.74063 -0.86648
H 0.32166 -0.91086 -2.13304
H -1.25435 -0.68545 -1.71192
H -0.05360 0.18831 -0.89674
C 1.58948 1.01883 0.70381
C 0.54898 2.19635 0.68213
S -0.65679 2.29028 -0.70586
H 1.52512 0.45962 -0.21839
H 1.20325 0.23079 1.37528
H 2.57987 1.38717 0.89679
H -0.11217 2.17635 1.55781
H 1.01876 3.18749 0.67231
H -1.76390 1.75330 -0.23022
```

Summary:
LUMO energy (spin up / spin down) ... -7.8 / -13.5 eV
Highest occupied orbital energy (spin up / spin down) ... -18.515 / -18.504 eV
Kohn-Sham gap (spin up / spin down) ... 10.7 / 5.0 eV
Expectation value of S² ... 0.753
ΔE to the lowest compared entry with this formula, charge and spin ... 46.0 kcal/mol
Charge ... +2
E ... -18694.1547 eV
Multiplicity ... 2



C5H5NO | wB97M-V/def2-TZVPD

The geometry in XYZ format:
```
12
C5H5NO | the OMol25 dataset | wB97M-V/def2-TZVPD
O 0.38350 0.79681 1.67528
C 0.56403 0.49046 0.51245
C 1.85395 -0.03795 0.04944
C 2.90058 -0.61892 -0.11543
C -0.56756 0.56402 -0.48381
C -1.54946 -0.54698 -0.31184
N -1.87580 0.80734 0.09768
H 3.83173 -1.12493 -0.30472
H -0.40180 0.98077 -1.48200
H -1.31592 -1.29911 0.44247
H -2.08147 -0.91346 -1.18462
H -1.74177 0.90194 1.10511
```

Summary:
LUMO energy ... 0.1 eV
Highest occupied orbital energy ... -10.037 eV
Kohn-Sham gap ... 10.1 eV
ΔE to the lowest compared entry with this formula, charge and spin ... 74.0 kcal/mol
Charge ... 0
Structure (SMILES) ... C#CC(=O)[C@H]1CN1
E ... -8800.2096 eV



C4H9O3Yb | wB97M-V/def2-TZVPD

The geometry in XYZ format:
```
17
C4H9O3Yb | the OMol25 dataset | wB97M-V/def2-TZVPD
C 4.03318 -0.41386 -0.19172
O 2.97711 0.45022 0.22978
H 4.87677 0.17780 -0.56884
H 4.34993 -1.05639 0.63855
H 3.63331 -1.03377 -1.00481
O -0.49349 1.03952 1.85656
C -0.87011 0.78378 3.18888
C 0.20954 0.34649 4.15894
O 0.96261 -0.79052 4.13954
C 0.96091 -1.60587 2.92066
Yb 0.80720 -0.29017 0.98508
H -1.65395 -0.01085 3.18006
H -1.31852 1.68798 3.64336
H 3.30124 1.33925 0.53538
H -0.25922 0.26414 5.13947
H 0.11359 -2.31485 2.99604
H 1.87732 -2.21356 3.00965
```

Summary:
LUMO energy (spin up / spin down) ... -0.4 / -0.4 eV
Highest occupied orbital energy (spin up / spin down) ... -5.958 / -6.782 eV
Kohn-Sham gap (spin up / spin down) ... 5.6 / 6.4 eV
Expectation value of S² ... 0.754
Charge ... 0
E ... -41961.1080 eV
Multiplicity ... 2



C10H16 | wB97M-V/def2-TZVPD

The geometry in XYZ format:
```
26
C10H16 | the OMol25 dataset | wB97M-V/def2-TZVPD
C 2.18103 1.90828 2.34641
C 1.47652 0.47621 0.42007
C 1.65903 1.74678 0.94622
C 1.06250 0.24068 -0.86768
C 1.63329 2.87644 0.12584
C 1.02518 1.39226 -1.67655
C 1.37341 2.65554 -1.25146
H 1.79737 -0.35759 1.02511
H 0.76186 -0.64439 -1.39962
H 3.20488 2.30131 2.40649
H 2.15537 1.06849 3.03514
H 1.75715 3.86108 0.54593
H 0.78563 1.27894 -2.73192
H 1.51426 3.44850 -1.97643
H 1.60853 2.64135 2.93632
C -1.82920 -1.73176 -0.37413
C -1.48441 -2.94543 0.45647
C -3.11454 -1.95197 -1.15329
H -1.03165 -1.59716 -1.11136
H -1.92091 -0.80569 0.20029
H -1.92566 -2.90866 1.44862
H -1.78399 -3.81404 -0.14795
H -3.92373 -2.35648 -0.52973
H -0.40419 -3.07197 0.63394
H -2.97233 -2.70733 -1.91151
H -3.60540 -1.00339 -1.39524
```

Summary:
LUMO energy ... 1.0 eV
Highest occupied orbital energy ... -8.985 eV
Kohn-Sham gap ... 10.0 eV
ΔE to the lowest compared entry with this formula, charge and spin ... 22.6 kcal/mol
Charge ... 0
Structure (SMILES) ... Cc1ccccc1.CCC
E ... -10628.7645 eV



C3H6OS | wB97M-V/def2-TZVPD

The geometry in XYZ format:
```
11
C3H6OS | the OMol25 dataset | wB97M-V/def2-TZVPD
C 0.77633 -1.09585 -0.07379
C 0.06379 0.25414 -0.12462
C -0.72281 0.87421 1.00730
O -0.05275 -0.75802 -2.60725
S -0.61180 -0.94265 -1.31033
H 1.81179 -1.24768 -0.59346
H 0.64412 -1.86183 0.76680
H 0.85857 1.80193 -0.82135
H -1.61434 0.31846 1.19341
H -1.12293 1.84613 0.59790
H -0.02998 0.81115 1.96540
```

Summary:
LUMO energy ... -0.5 eV
Highest occupied orbital energy ... -9.396 eV
Kohn-Sham gap ... 8.9 eV
ΔE to the lowest compared entry with this formula, charge and spin ... 125.9 kcal/mol
Charge ... 0
E ... -16085.5297 eV



C5H11NO2 | wB97M-V/def2-TZVPD

The geometry in XYZ format:
```
19
C5H11NO2 | the OMol25 dataset | wB97M-V/def2-TZVPD
O 0.91427 0.46375 -1.96450
C 0.22112 -0.52004 -1.87099
C -1.28088 -0.40007 -1.72260
C -1.65970 0.09276 -0.31122
C -0.95671 -0.51059 0.87282
C 0.35181 -0.36217 1.12890
N 0.98444 -1.09957 2.09477
H 0.64605 -1.53341 -1.97506
H -1.81015 -1.32867 -1.91800
H -1.61479 0.30220 -2.48629
H -2.72420 -0.07686 -0.20638
H -1.85276 1.17800 -0.26819
H -1.56480 -1.14885 1.50048
H 0.82350 0.44827 0.60703
H 1.81530 -0.75501 2.53442
H 0.37463 -1.58696 2.72514
H 3.08442 1.87317 0.61280
H 1.99022 2.61800 -0.11974
O 2.25821 2.34607 0.76662
```

Summary:
LUMO energy ... 0.9 eV
Highest occupied orbital energy ... -7.858 eV
Kohn-Sham gap ... 8.8 eV
ΔE to the lowest compared entry with this formula, charge and spin ... 50.5 kcal/mol
Charge ... 0
Structure (SMILES) ... N/C=C/CCC=O.O
E ... -10947.0778 eV